# 1
A molecular structure, C29H32FN6O3PdS2, computed with ωB97M-V/def2-TZVPD.

Structure (XYZ):
```
74
Properties=species:S:1:pos:R:3:lowdin_charge:R:1
Pd 0.2199 -0.7213 0.0555 0.42
C -2.9641 0.2235 5.3241 -0.03
C -1.9797 -0.7074 6.0279 -0.33
C -2.6626 -1.8511 6.7704 -0.14
C -3.3584 -2.7894 5.7937 -0.14
C -2.4184 -3.2071 4.6932 -0.14
C -2.6331 -4.3680 3.9768 0.03
C -1.7544 -4.7359 2.9678 -0.28
F -2.0124 -5.8826 2.2844 0.03
C -0.6593 -3.9834 2.6473 0.05
C -0.4226 -2.8025 3.3550 -0.05
C 0.7659 -1.9841 2.9667 -0.32
O 1.5178 -2.4217 2.1067 0.03
C 0.9217 -0.7410 3.7083 -0.03
C 0.0560 -0.4879 4.7114 0.01
N -1.0167 -1.2568 5.0780 -0.01
C -1.2943 -2.4148 4.3786 -0.09
C 1.9631 0.3570 3.4156 -0.67
O 2.3728 0.9821 4.4127 -0.05
O 2.2044 0.5491 2.2067 -0.06
H -3.6837 0.6336 6.0362 0.08
H -3.5094 -0.3033 4.5396 0.08
H -2.4326 1.0501 4.8529 0.08
H -1.3971 -0.1239 6.7441 0.14
H -3.3742 -1.4399 7.4892 0.11
H -1.9047 -2.4033 7.3317 0.12
H -4.2344 -2.2930 5.3642 0.11
H -3.7296 -3.6754 6.3130 0.11
H -3.4845 -4.9997 4.2011 0.12
H 0.0234 -4.2534 1.8521 0.13
H 0.2022 0.4109 5.3002 0.14
C 1.9826 3.0835 0.2751 -0.07
C 0.6655 2.9508 -0.4086 -0.62
N -0.0996 1.9188 -0.3124 0.06
C -1.2276 2.0235 -1.0838 -0.34
C -1.3243 3.1744 -1.8037 -0.38
S 0.0443 4.1617 -1.5042 1.00
C -2.1946 0.9227 -1.0258 -0.32
C -3.4725 0.9477 -1.4853 -0.37
S -4.2530 -0.5326 -1.1376 1.01
C -2.8093 -1.1083 -0.3824 -0.65
N -1.8158 -0.2652 -0.4180 -0.04
C -2.7282 -2.4593 0.2333 -0.09
H 2.0396 2.3561 1.0912 0.06
H 2.1390 4.0970 0.6462 0.07
H 2.7845 2.8472 -0.4285 0.08
H -2.1072 3.4821 -2.4771 0.06
H -3.9853 1.7615 -1.9695 0.06
H -3.6972 -2.9604 0.2247 0.07
H -2.3759 -2.3642 1.2611 0.06
H -1.9889 -3.0721 -0.2885 0.07
C 1.4790 -4.8935 -3.2352 -0.18
C 0.5438 -3.7002 -3.1612 -0.22
N 0.6626 -3.1207 -1.8410 0.03
C 1.9223 -2.7858 -1.3620 -0.39
N 2.0485 -1.7173 -0.6696 0.00
C 3.3253 -1.4166 -0.0267 -0.22
C 4.2095 -2.6389 0.1177 -0.17
C 4.2696 -3.3542 -1.2168 -0.19
N 2.9246 -3.7229 -1.6257 -0.06
C 2.8829 -4.4271 -2.8955 -0.19
H 1.4702 -5.3408 -4.2317 0.11
H 1.1571 -5.6458 -2.5122 0.12
H -0.4943 -4.0020 -3.3112 0.11
H 0.7961 -2.9858 -3.9621 0.11
H 0.0419 -2.3368 -1.5939 0.06
H 3.0973 -0.9719 0.9408 0.07
H 3.8343 -0.6477 -0.6227 0.11
H 3.7843 -3.2989 0.8770 0.11
H 5.2135 -2.3507 0.4356 0.11
H 4.8670 -4.2697 -1.1708 0.11
H 4.7368 -2.6978 -1.9704 0.12
H 3.5689 -5.2755 -2.8242 0.11
H 3.2589 -3.7812 -3.7084 0.12
```

Results
E_tot   -2702.77476 hartree
Total charge   -1
Molar mass   702.2 g/mol
Maximum force   0.715 eV/Å
Energy relative to the best compared isomer or geometry (same formula, charge and spin)   0.0 kcal per mole
Gap between HOMO and LUMO   5.0 eV
HOMO level   -2.7506 eV

=====

# 2
2 unconnected molecules or ions with the total composition C2H9NS, computed with ωB97M-V/def2-TZVPD.

Structure (XYZ):
```
13
Properties=species:S:1:pos:R:3:lowdin_charge:R:1
S -0.3863 -0.3904 -2.7435 0.47
H -0.7800 -1.5217 -2.1978 -0.25
C -0.6737 -0.5157 2.4022 -0.11
C 0.3171 0.6467 2.2639 -0.33
N 1.0059 0.6074 0.9539 -0.02
H -1.5121 -0.1754 2.9887 0.06
H -0.2548 -1.3483 2.9769 0.06
H -0.9718 -0.9531 1.4534 0.06
H 1.0186 0.5484 3.0941 0.09
H -0.2118 1.5932 2.3955 0.10
H 1.4615 1.4992 0.8455 0.06
H 1.6820 -0.1391 1.0229 0.07
H 0.2039 -0.0837 -1.5721 -0.26
```

Results
E_tot   -534.51555 hartree
Molar mass   79.2 g/mol
Maximum force   1.082 eV/Å
Energy relative to the best compared isomer or geometry (same formula, charge and spin)   8.9 kcal per mole
Gap between HOMO and LUMO   10.4 eV
HOMO level   -9.4177 eV

=====

# 3
A molecular structure, C17H30As3F3NSSr, computed with ωB97M-V/def2-TZVPD.

Structure (XYZ):
```
56
Properties=species:S:1:pos:R:3:lowdin_charge:R:1
Sr -1.4512 -2.0863 0.4903 1.05
C 2.5277 -3.0251 -0.4525 -0.31
As 1.6397 -1.5687 0.5055 1.04
C 2.9024 -1.4622 2.0119 -0.30
C 2.3380 -0.1219 -0.6555 -0.35
C 1.8698 1.3212 -0.4039 -0.70
C 2.0715 1.6943 1.0710 -0.10
C 0.3999 1.5179 -0.8234 -0.37
As -1.0581 0.9685 0.4006 1.03
C -2.5118 1.5384 -0.7822 -0.32
C -1.1235 2.5128 1.6219 -0.29
C 2.7416 2.2318 -1.2876 -0.37
As 2.4603 4.1942 -1.0677 1.11
C 3.9229 4.5681 0.1913 -0.34
C 3.4660 4.6826 -2.6774 -0.34
H 3.5840 -2.8079 -0.6000 0.04
H 2.0514 -3.1724 -1.4213 0.03
H 2.4304 -3.9460 0.1210 0.03
H 3.8626 -1.0807 1.6712 0.04
H 3.0338 -2.4688 2.4061 0.03
H 2.5134 -0.8261 2.8033 0.02
H 2.0829 -0.4180 -1.6774 0.08
H 3.4249 -0.1730 -0.5625 0.08
H 1.4699 1.0422 1.7090 0.04
H 1.7684 2.7281 1.2421 0.06
H 3.1214 1.5926 1.3511 0.10
H 0.2063 0.9829 -1.7589 0.08
H 0.2236 2.5796 -1.0059 0.03
H -2.3415 2.5460 -1.1568 0.04
H -3.4526 1.5233 -0.2325 0.02
H -2.5918 0.8513 -1.6256 0.02
H -0.7707 3.4058 1.1094 0.04
H -0.5179 2.3293 2.5057 0.02
H -2.1581 2.6530 1.9311 0.03
H 2.5524 2.0042 -2.3411 0.08
H 3.7988 2.0257 -1.0987 0.08
H 3.6360 4.3755 1.2238 0.01
H 4.1730 5.6255 0.1058 0.02
H 4.8096 3.9814 -0.0513 0.03
H 2.9030 4.4291 -3.5746 0.02
H 4.4238 4.1618 -2.6990 0.03
H 3.6498 5.7558 -2.6841 0.02
F -4.0413 -6.5484 1.5264 0.14
C -4.6793 -6.0612 0.4490 -0.61
F -4.1102 -6.5742 -0.6536 0.14
F -5.9286 -6.5521 0.4925 0.13
C -4.7175 -4.5539 0.4380 -0.11
C -5.9439 -3.9344 0.4689 0.03
C -6.0208 -2.5430 0.4633 -0.03
C -4.8439 -1.8488 0.4341 -0.13
N -3.6320 -2.4221 0.4018 -0.25
C -3.5156 -3.7741 0.3981 -0.74
S -1.9838 -4.5315 0.3358 0.52
H -6.8463 -4.5301 0.4940 0.13
H -6.9692 -2.0283 0.4839 0.12
H -4.8496 -0.7638 0.4353 0.11
```

Results
E_tot   -8156.16112 hartree
Total charge   +1
Molar mass   649.9 g/mol
Maximum force   3.699 eV/Å
Gap between HOMO and LUMO   8.0 eV
HOMO level   -11.0833 eV

=====

# 4
A molecular structure, C48H38NOP2PdS, computed with ωB97M-V/def2-TZVPD.

Structure (XYZ):
```
92
Properties=species:S:1:pos:R:3:lowdin_spin:R:1
Pd 1.1098 -0.6378 0.7829 0.63
O 3.9287 -0.6396 -0.6659 0.04
S 2.5337 -0.1467 -0.9294 0.06
C 2.0084 -0.9080 -2.4294 0.00
C 2.7426 -0.7747 -3.5891 0.00
C 2.4046 -1.4734 -4.7234 0.00
C 1.2970 -2.3076 -4.7191 0.00
C 0.5786 -2.4809 -3.5580 0.00
C 0.9354 -1.7771 -2.3954 0.01
P 0.0430 -2.0259 -0.8287 0.09
C 0.2059 -3.7982 -0.4319 0.01
C -0.5133 -4.8191 -1.0535 0.00
C -0.3142 -6.1470 -0.6965 0.00
C 0.6079 -6.4804 0.3102 0.00
C 1.2584 -5.4438 0.9672 0.00
C 1.1114 -4.1235 0.5770 0.00
C -1.7129 -1.8151 -1.3020 0.01
C -2.7809 -2.3525 -0.5679 0.01
C -4.0989 -2.0717 -0.9016 0.00
C -4.3783 -1.2610 -1.9876 0.01
C -3.3429 -0.7254 -2.7199 0.00
C -2.0397 -0.9957 -2.3957 0.01
C 2.6447 1.5969 -1.3318 0.02
C 3.9190 2.0868 -1.5540 0.01
C 4.1270 3.4372 -1.8554 0.00
C 2.9956 4.2476 -1.9433 0.01
C 1.7138 3.7706 -1.7024 0.00
C 1.5203 2.4361 -1.3543 0.01
P -0.2077 1.7907 -1.1718 0.00
C -1.1459 2.8865 -2.2954 0.00
C -1.9233 3.9694 -1.8668 0.00
C -2.7074 4.6888 -2.7594 0.00
C -2.7686 4.2930 -4.1115 0.00
C -1.9370 3.2707 -4.5371 0.00
C -1.1499 2.5489 -3.6492 0.00
C -0.6544 2.3563 0.5057 0.00
C -1.9031 1.8934 0.9562 0.00
C -2.3406 2.1785 2.2500 0.00
C -1.5159 2.8853 3.1076 0.00
C -0.2808 3.3140 2.6809 0.00
C 0.1609 3.0682 1.3789 0.00
H 3.6195 -0.1001 -3.6371 0.00
H 2.9827 -1.3328 -5.6376 0.00
H 1.0120 -2.8444 -5.6143 0.00
H -0.2666 -3.1444 -3.5878 0.00
H -1.2413 -4.5996 -1.8431 0.00
H -0.8723 -6.9633 -1.1472 0.00
H 0.7519 -7.5079 0.6090 0.00
H 1.9323 -5.7082 1.7813 0.00
H 1.6644 -3.3230 1.0860 0.00
H -2.5594 -2.9560 0.2970 0.00
H -4.9006 -2.5103 -0.2753 0.00
H -5.4187 -1.0931 -2.2310 0.00
H -3.5392 -0.0992 -3.5861 0.00
H -1.2528 -0.6012 -3.0425 0.00
H 4.7631 1.4106 -1.4122 0.00
H 5.1111 3.8390 -2.0146 0.00
H 3.1359 5.3005 -2.1870 0.00
H 0.8779 4.4617 -1.7913 0.00
H -1.8608 4.2137 -0.8094 0.00
H -3.3142 5.5075 -2.4234 0.00
H -3.4064 4.8175 -4.8179 0.00
H -1.9357 3.0107 -5.6004 0.00
H -0.5319 1.7568 -4.0388 0.00
H -2.5580 1.2904 0.3281 0.00
H -3.3036 1.7975 2.6009 0.00
H -1.8215 3.1206 4.1266 0.00
H 0.3336 3.8868 3.3715 0.00
H 1.1261 3.4259 1.0722 0.00
C -2.9607 -1.8673 4.4773 0.12
C -1.8600 -1.7405 5.3054 -0.01
C -0.6693 -1.3219 4.7710 0.10
C -0.5402 -1.0035 3.4011 0.03
C -1.6791 -1.0861 2.5964 0.09
C -2.8734 -1.5098 3.1210 -0.01
N 0.6407 -0.6140 2.8561 0.43
C 1.6632 0.0139 3.5056 0.05
C 2.9742 -0.2753 3.0647 0.08
C 4.0447 0.3498 3.6728 0.00
C 3.8390 1.3141 4.6548 0.08
C 2.5659 1.6580 5.0330 0.00
C 1.4616 0.9695 4.4975 0.09
H -3.8948 -2.2866 4.8655 0.01
H -1.9415 -2.0716 6.3215 0.00
H 0.2102 -1.2763 5.3767 0.00
H -1.5841 -0.8174 1.5414 0.00
H -3.7927 -1.6080 2.5093 0.00
H 3.1451 -1.0527 2.2953 0.00
H 5.0624 0.1267 3.3895 0.00
H 4.6595 1.8553 5.0950 0.00
H 2.4150 2.4398 5.7724 0.00
H 0.4556 1.2347 4.8122 0.00
```

Results
E_tot   -3190.47304 hartree
Total charge   +1
Molar mass   845.3 g/mol
Maximum force   1.770 eV/Å
Energy relative to the best compared isomer or geometry (same formula, charge and spin)   0.0 kcal per mole
Gap between HOMO and LUMO (alpha / beta)   7.7 / 6.0 eV
HOMO level (alpha / beta)   -9.9152 / -10.4508 eV
Spin multiplicity   3

=====

Question: E_tot of number 2 (C2H9NS)?
Answer: -534.51555 hartree